No. 1
{"formula": "C18H32O2", "method": "the ωB97M-V functional and the def2-TZVPD basis", "species": ["C", "C", "C", "C", "C", "C", "C", "C", "C", "C", "C", "C", "C", "C", "C", "C", "C", "C", "O", "O", "H", "H", "H", "H", "H", "H", "H", "H", "H", "H", "H", "H", "H", "H", "H", "H", "H", "H", "H", "H", "H", "H", "H", "H", "H", "H", "H", "H", "H", "H", "H", "H"], "positions_angstrom": [[-5.091, -3.195, -0.016], [-4.800, -1.836, 0.610], [-4.599, -0.754, -0.447], [-4.288, 0.603, 0.179], [-4.028, 1.680, -0.881], [-3.657, 2.978, -0.232], [-2.435, 3.362, 0.105], [-1.172, 2.577, -0.102], [-0.821, 1.846, 1.163], [-0.566, 0.552, 1.287], [-0.537, -0.458, 0.178], [0.810, -0.467, -0.556], [1.970, -0.843, 0.362], [3.295, -0.910, -0.395], [4.457, -1.254, 0.534], [5.777, -1.500, -0.199], [6.291, -0.266, -0.947], [6.561, 0.871, 0.004], [7.226, 0.811, 1.002], [5.965, 2.005, -0.392], [-5.994, -3.150, -0.622], [-5.231, -3.950, 0.753], [-4.267, -3.504, -0.655], [-3.901, -1.905, 1.227], [-5.628, -1.553, 1.264], [-3.776, -1.046, -1.105], [-5.499, -0.675, -1.062], [-3.407, 0.517, 0.818], [-5.124, 0.914, 0.809], [-3.229, 1.340, -1.543], [-4.927, 1.815, -1.486], [-4.490, 3.627, 0.008], [-2.304, 4.311, 0.610], [-0.358, 3.270, -0.339], [-1.276, 1.879, -0.930], [-0.800, 2.473, 2.045], [-0.327, 0.166, 2.270], [-0.721, -1.452, 0.592], [-1.327, -0.248, -0.545], [0.993, 0.523, -0.979], [0.759, -1.181, -1.383], [2.050, -0.104, 1.162], [1.767, -1.813, 0.823], [3.473, 0.055, -0.873], [3.224, -1.666, -1.181], [4.593, -0.449, 1.260], [4.205, -2.158, 1.094], [5.651, -2.316, -0.912], [6.533, -1.796, 0.531], [5.585, 0.066, -1.706], [7.237, -0.515, -1.435], [6.156, 2.726, 0.230]], "mulliken_charge": [-1.280, -0.299, -0.692, -0.399, -0.859, -0.432, -0.654, -0.420, -0.276, -0.688, -0.387, -0.773, -0.711, -0.434, -0.668, -0.891, -0.470, 0.526, -0.574, -0.452, 0.320, 0.385, 0.310, 0.254, 0.317, 0.282, 0.412, 0.022, 0.565, 0.336, 0.487, 0.372, 0.371, 0.433, 0.217, 0.381, 0.494, 0.551, -0.040, 0.270, 0.418, 0.382, 0.272, 0.293, 0.255, 0.281, 0.462, 0.407, 0.354, 0.268, 0.362, 0.339], "smiles": "CCCCC/C=C\\C/C=C\\CCCCCCCC(=O)O", "total_charge": 0, "e_lumo_ha": 0.02588, "homo_lumo_gap_ev": 9.7, "largest_force_ev_per_a": 0.709, "homo_energy_ev": -9.04, "de_lowest_kj_mol": 34.20, "e_tot_ha": -855.53485}

---

No. 2
{"formula": "C18H29AgAsF6NO11", "method": "the ωB97M-V functional and the def2-TZVPD basis", "species": ["Ag", "As", "F", "F", "F", "F", "F", "F", "C", "C", "C", "C", "C", "C", "N", "O", "O", "H", "H", "H", "H", "H", "C", "C", "O", "C", "O", "O", "C", "H", "H", "H", "H", "H", "H", "H", "H", "C", "C", "O", "C", "O", "O", "C", "H", "H", "H", "H", "H", "H", "H", "H", "C", "C", "O", "C", "O", "O", "C", "H", "H", "H", "H", "H", "H", "H", "H"], "positions_angstrom": [[-3.699, 0.393, -17.894], [-0.834, 2.945, -16.318], [-1.995, 1.917, -17.201], [-0.777, 1.596, -15.156], [0.448, 3.841, -15.374], [-1.101, 4.181, -17.604], [-2.159, 3.726, -15.347], [0.534, 2.206, -17.322], [2.811, -1.762, -15.918], [1.763, -0.959, -15.623], [0.582, -1.038, -16.392], [0.500, -2.024, -17.445], [1.603, -2.869, -17.699], [2.779, -2.710, -16.990], [-0.824, -2.115, -18.159], [-1.065, -3.128, -18.845], [-1.653, -1.244, -17.934], [3.765, -1.771, -15.412], [1.799, -0.234, -14.823], [-0.270, -0.396, -16.223], [1.555, -3.480, -18.588], [3.639, -3.362, -17.048], [-3.071, -2.690, -21.244], [-3.827, -1.704, -22.104], [-2.991, -0.491, -22.250], [-3.065, 0.473, -21.301], [-3.680, 0.472, -20.278], [-2.427, 1.553, -21.812], [-2.145, 2.645, -20.962], [-2.055, -2.347, -21.052], [-2.948, -3.616, -21.805], [-3.659, -3.084, -20.414], [-4.858, -1.574, -21.775], [-3.890, -2.166, -23.090], [-3.132, 3.051, -20.744], [-1.476, 3.361, -21.440], [-1.747, 2.285, -20.013], [-8.976, 0.119, -15.855], [-7.689, 0.523, -16.599], [-7.697, 1.938, -16.678], [-6.534, 2.468, -17.035], [-5.445, 1.913, -17.219], [-6.724, 3.753, -17.033], [-5.731, 4.682, -17.123], [-8.943, -0.957, -16.027], [-9.862, 0.355, -16.444], [-9.005, 0.500, -14.834], [-7.807, 0.046, -17.572], [-6.826, 0.130, -16.063], [-6.231, 5.580, -17.486], [-5.013, 4.524, -17.928], [-5.256, 4.983, -16.190], [-5.552, -4.178, -15.809], [-6.195, -2.746, -15.733], [-6.675, -2.364, -17.019], [-5.804, -1.983, -17.953], [-4.631, -1.817, -17.773], [-6.431, -1.831, -19.044], [-7.856, -1.896, -19.298], [-6.222, -4.886, -16.298], [-5.260, -4.560, -14.831], [-4.630, -4.010, -16.365], [-5.468, -1.995, -15.427], [-7.121, -2.830, -15.163], [-8.244, -2.896, -19.493], [-8.381, -1.411, -20.121], [-8.404, -1.590, -18.406]], "mulliken_charge": [1.268, 1.918, -0.160, -0.476, -0.523, -0.508, -0.503, -0.512, -0.243, -0.564, -0.078, -0.072, -0.554, -0.488, 0.720, -0.827, -0.618, 0.326, 0.356, 0.373, 0.354, 0.326, -0.826, -0.071, -0.386, 0.609, -0.635, -0.393, -0.392, 0.222, 0.441, 0.089, 0.158, 0.291, 0.240, 0.229, 0.129, -1.475, 0.567, -0.325, 0.598, -0.422, -0.403, -0.603, 0.366, 0.382, 0.348, -0.114, 0.207, 0.252, 0.259, 0.308, -1.194, -0.263, -0.336, 0.623, -0.511, -0.312, -0.624, 0.293, 0.399, 0.296, 0.382, 0.258, 0.312, 0.368, 0.146], "multiplicity": 2, "total_charge": -1, "e_lumo_ha": [0.06173, 0.06172], "homo_lumo_gap_ev": [3.0, 6.7], "largest_force_ev_per_a": 5.836, "homo_energy_ev": [-1.37, -5.04], "e_tot_ha": -4567.61566}

---

No. 3
{"formula": "C4H10N2O2", "method": "the ωB97M-V functional and the def2-TZVPD basis", "species": ["C", "N", "C", "O", "C", "N", "C", "O", "H", "H", "H", "H", "H", "H", "H", "H", "H", "H"], "positions_angstrom": [[-0.022, 0.956, -0.845], [-1.406, 0.824, -1.091], [-2.649, -1.391, 1.817], [-2.238, -0.728, 0.699], [0.521, -0.489, -0.599], [1.922, -0.627, -0.785], [2.709, 0.218, -0.112], [2.358, 1.207, 0.551], [0.235, 1.563, 0.040], [0.482, 1.430, -1.693], [-1.869, 1.685, -1.376], [-3.649, -1.841, 1.759], [-1.861, -2.052, 2.195], [-2.789, -0.642, 2.626], [0.261, -0.893, 0.392], [-0.049, -1.114, -1.286], [-1.799, 0.433, -0.201], [3.764, -0.067, -0.219]], "mulliken_charge": [-0.369, -0.396, -0.632, -0.546, -0.383, -0.427, 0.138, -0.486, 0.316, 0.429, 0.270, 0.249, 0.247, 0.264, 0.211, 0.411, 0.319, 0.385], "total_charge": 0, "e_lumo_ha": -0.16593, "homo_lumo_gap_ev": 3.9, "largest_force_ev_per_a": 2.465, "homo_energy_ev": -8.41, "de_lowest_kj_mol": 866.30, "e_tot_ha": -418.13101}

---

No. 4
{"formula": "C39H40N5O3PSTc", "method": "the ωB97M-V functional and the def2-TZVPD basis", "species": ["Tc", "C", "C", "N", "N", "C", "N", "S", "C", "C", "C", "C", "C", "N", "H", "H", "H", "H", "H", "H", "H", "H", "H", "H", "O", "C", "C", "C", "C", "C", "C", "C", "P", "C", "C", "C", "C", "C", "C", "C", "C", "C", "C", "C", "C", "H", "H", "H", "H", "H", "H", "H", "H", "H", "H", "H", "H", "H", "H", "C", "C", "C", "C", "C", "C", "C", "H", "H", "H", "H", "H", "H", "H", "O", "C", "O", "C", "N", "C", "C", "C", "H", "H", "H", "H", "H", "H", "H", "H", "H"], "positions_angstrom": [[-1.385, -1.322, 0.183], [-3.058, 2.528, 1.172], [-2.667, 1.271, 0.480], [-2.125, 0.227, 1.170], [-1.968, 0.343, 2.541], [-1.514, -0.697, 3.232], [-1.348, -0.581, 4.547], [-1.156, -2.169, 2.447], [-2.791, 1.023, -0.910], [-3.437, 1.870, -1.831], [-3.556, 1.479, -3.141], [-3.014, 0.253, -3.557], [-2.380, -0.533, -2.629], [-2.268, -0.167, -1.340], [-3.768, 2.344, 1.984], [-3.541, 3.222, 0.492], [-2.181, 3.037, 1.585], [-2.199, 1.223, 2.975], [-1.639, 0.231, 5.066], [-0.945, -1.345, 5.063], [-3.866, 2.805, -1.502], [-4.079, 2.112, -3.846], [-3.100, -0.088, -4.579], [-1.950, -1.490, -2.894], [-0.448, -2.680, -1.161], [0.346, -2.221, -0.354], [1.739, -2.399, -0.114], [2.400, -3.359, -0.888], [3.746, -3.586, -0.678], [4.408, -2.863, 0.309], [3.734, -1.913, 1.075], [2.388, -1.651, 0.867], [1.456, -0.404, 1.867], [2.273, -0.707, 3.486], [2.067, -1.956, 4.079], [2.636, -2.266, 5.303], [3.416, -1.325, 5.965], [3.631, -0.085, 5.386], [3.070, 0.223, 4.151], [2.174, 1.204, 1.383], [1.564, 2.317, 1.965], [2.087, 3.589, 1.791], [3.226, 3.767, 1.016], [3.821, 2.673, 0.407], [3.295, 1.397, 0.580], [1.854, -3.913, -1.640], [4.275, -4.321, -1.267], [5.459, -3.043, 0.493], [4.266, -1.380, 1.852], [1.481, -2.712, 3.561], [2.481, -3.245, 5.738], [3.862, -1.563, 6.922], [4.248, 0.649, 5.889], [3.261, 1.194, 3.717], [0.690, 2.179, 2.595], [1.618, 4.439, 2.271], [3.652, 4.755, 0.895], [4.714, 2.805, -0.192], [3.777, 0.557, 0.098], [-2.967, -2.737, 0.167], [-3.839, -2.649, -1.038], [-3.610, -3.465, -2.142], [-4.429, -3.383, -3.262], [-5.483, -2.482, -3.286], [-5.725, -1.669, -2.183], [-4.910, -1.756, -1.067], [-2.435, -3.690, 0.219], [-3.519, -2.577, 1.088], [-2.795, -4.181, -2.120], [-4.254, -4.036, -4.107], [-6.130, -2.426, -4.152], [-6.563, -0.983, -2.189], [-5.111, -1.133, -0.201], [1.842, -0.197, -2.521], [0.946, 0.438, -1.947], [0.388, 0.167, -0.849], [0.486, 1.724, -2.653], [1.167, 1.694, -4.003], [1.952, 2.963, -4.174], [2.289, 3.337, -2.742], [1.003, 3.002, -1.979], [-0.589, 1.710, -2.782], [0.526, 1.515, -4.771], [1.781, 0.855, -3.874], [1.301, 3.698, -4.644], [2.806, 2.773, -4.820], [2.568, 4.385, -2.658], [3.121, 2.732, -2.380], [0.276, 3.809, -2.085], [1.174, 2.830, -0.918]], "mulliken_charge": [-0.566, -1.905, 0.423, 1.156, -0.933, 0.696, -0.307, -0.579, 0.394, -0.858, -1.185, -1.500, -0.458, 1.900, 0.397, 0.494, 0.347, 0.313, 0.191, 0.249, 0.403, 0.520, 0.621, 0.641, -0.520, 0.827, -0.173, -0.448, -0.757, -0.798, -0.131, 0.046, 1.370, 0.683, -0.508, -0.810, -0.623, -0.744, -0.270, 0.390, -0.741, -0.838, -0.737, -0.733, -0.153, 0.529, 0.483, 0.462, 0.612, 0.421, 0.467, 0.413, 0.449, 0.382, 0.336, 0.484, 0.434, 0.479, 0.301, -1.274, 0.269, -0.212, -0.789, -0.486, -0.855, -0.138, 0.783, 0.661, 0.430, 0.442, 0.443, 0.472, 0.490, -0.916, 0.326, 0.529, -0.106, 0.086, -0.745, -0.577, -0.080, -0.210, 0.341, 0.519, 0.326, 0.432, 0.541, 0.172, 0.544, -0.456], "multiplicity": 4, "total_charge": 2, "e_lumo_ha": [-0.20120, -0.24757], "homo_lumo_gap_ev": [6.1, 5.9], "largest_force_ev_per_a": 0.577, "homo_energy_ev": [-11.62, -12.68], "e_tot_ha": -2829.50704}